(1)
Computed, not measured: a molecular structure, C19H44NO2P2Pt, with ωB97M-V/def2-TZVPD.

Atoms and positions in Å:
Pt  0.369  0.033  -0.726
P  0.055  -2.260  -0.912
P  -0.033  2.300  -0.633
N  -0.274  0.143  -2.834
C  0.111  -2.359  -2.785
H  0.904  -3.100  -3.036
H  -0.880  -2.737  -3.133
C  0.397  -1.025  -3.517
H  1.521  -0.763  -3.497
H  0.079  -1.145  -4.591
C  0.368  1.400  -3.369
H  0.067  1.643  -4.429
H  1.495  1.185  -3.348
C  0.035  2.625  -2.496
H  -0.963  2.994  -2.814
H  0.797  3.417  -2.658
C  1.353  3.196  0.178
C  1.690  2.971  1.662
H  2.683  3.424  1.831
H  1.775  1.925  1.962
H  1.007  3.468  2.368
C  -1.665  3.079  -0.182
C  -1.710  3.205  1.339
H  -2.750  3.516  1.685
H  -0.977  3.953  1.698
H  -1.494  2.227  1.853
C  -1.586  -2.964  -0.421
C  -1.667  -3.217  1.081
H  -2.766  -3.335  1.355
H  -1.253  -2.366  1.709
H  -1.134  -4.186  1.348
C  1.408  -3.272  -0.226
C  1.691  -3.144  1.271
H  2.574  -3.758  1.494
H  0.879  -3.506  1.905
H  1.947  -2.134  1.586
C  2.013  0.008  0.166
O  3.088  -0.009  0.700
C  -2.003  4.407  -0.883
H  -1.286  5.208  -0.668
H  -2.065  4.304  -1.971
H  -2.996  4.750  -0.563
C  -2.002  -4.255  -1.140
H  -3.016  -4.530  -0.811
H  -2.035  -4.172  -2.230
H  -1.352  -5.101  -0.889
C  1.360  -4.745  -0.608
H  2.347  -5.169  -0.395
H  0.649  -5.321  -0.011
H  1.151  -4.923  -1.663
C  1.303  4.694  -0.083
H  0.572  5.208  0.546
H  2.285  5.105  0.176
H  1.107  4.948  -1.126
H  2.206  2.783  -0.380
H  2.270  -2.830  -0.746
H  -2.427  2.347  -0.507
H  -2.308  -2.172  -0.684
H  -1.091  0.026  -1.919
H  -1.522  -0.102  -0.564
C  0.627  0.067  4.579
C  -0.368  -0.700  3.729
O  -0.601  -0.134  2.411
H  1.580  0.271  4.087
H  0.790  -0.529  5.476
H  0.196  1.018  4.914
H  0.013  -1.706  3.528
H  -1.346  -0.795  4.262
H  -1.189  0.616  2.549

Values from the calculation:
**2S+1**: 3
**Charge**: +1
**LUMO energy (spin up / spin down)**: -0.0816 / -0.1947 hartree
**HOMO (spin up / spin down)**: -8.0 / -11.9 eV
**HOMO-LUMO gap (spin up / spin down)**: 5.755 / 6.587 eV
**Expectation value of S²**: 2.014


(2)
Computed, not measured: a molecular structure, C19H45N3O9Sr3, with ωB97M-V/def2-TZVPD.

Atoms and positions in Å:
Sr  -1.676  4.507  4.094
Sr  -1.011  1.298  -1.793
Sr  2.163  -0.780  3.547
C  -0.627  1.331  2.111
O  -0.167  0.470  1.387
O  -0.503  1.317  3.315
O  -1.314  2.236  1.546
C  -3.027  -1.854  -0.497
O  -2.274  -1.458  -1.676
C  -1.574  -2.629  -2.262
C  -0.787  -2.249  -3.484
N  0.270  -1.276  -3.164
C  0.997  -0.869  -4.359
C  0.123  -0.339  -5.550
O  -0.892  0.557  -5.076
C  -1.510  1.190  -6.160
H  -3.843  -2.465  -0.882
H  -3.623  -1.050  -0.065
H  -2.400  -2.296  0.277
H  -2.327  -3.357  -2.567
H  -0.935  -3.004  -1.462
H  -1.544  -2.084  -4.250
H  -0.486  -3.183  -3.959
H  0.988  -1.640  -2.554
H  1.414  -1.813  -4.708
H  1.801  -0.213  -4.024
H  -0.199  -1.169  -6.178
H  0.757  0.278  -6.187
H  -1.522  0.493  -6.998
H  -1.041  2.135  -6.433
H  -2.540  1.348  -5.838
C  -0.734  -2.435  6.161
O  0.417  -2.652  5.423
C  0.763  -4.018  5.722
C  1.841  -4.492  4.761
N  2.931  -3.587  4.763
C  3.638  -3.375  6.039
C  4.961  -2.618  5.790
O  4.750  -1.411  5.058
C  5.791  -0.486  5.071
H  -1.632  -2.897  5.752
H  -0.873  -1.363  6.304
H  -0.727  -2.819  7.181
H  -0.046  -4.746  5.666
H  1.118  -4.168  6.742
H  1.422  -4.652  3.767
H  2.193  -5.487  5.035
H  3.551  -4.168  4.218
H  3.749  -4.190  6.754
H  2.901  -2.786  6.585
H  5.633  -3.365  5.367
H  5.358  -2.334  6.764
H  5.741  0.079  4.141
H  6.672  -1.103  4.897
H  5.863  0.100  5.988
C  -4.680  1.029  -3.079
O  -3.712  1.968  -2.555
C  -4.165  3.326  -2.580
C  -2.996  4.431  -2.344
N  -1.671  4.106  -2.873
C  -0.734  5.032  -2.213
C  0.737  4.669  -2.444
O  0.969  3.454  -1.844
C  2.372  3.119  -1.955
H  -4.314  0.041  -3.356
H  -4.949  1.377  -4.076
H  -5.584  1.002  -2.470
H  -4.911  3.461  -1.796
H  -4.619  3.487  -3.557
H  -3.037  4.712  -1.292
H  -3.421  5.303  -2.841
H  -1.912  4.481  -3.779
H  -0.900  4.961  -1.138
H  -0.931  6.002  -2.670
H  1.178  5.530  -1.942
H  1.087  4.755  -3.473
H  2.662  2.185  -1.475
H  2.856  3.892  -1.358
H  2.705  3.219  -2.988

Values from the calculation:
**Charge**: +4
**LUMO energy**: -0.4380 hartree
**HOMO**: -16.9 eV
**HOMO-LUMO gap**: 5.017 eV


(3)
Computed, not measured: 6 unconnected molecules or ions with the total composition C19H46BClN5O7P, with ωB97M-V/def2-TZVPD.

Atoms and positions in Å:
C  1.102  -0.205  0.252
C  0.338  -0.168  -1.071
Cl  0.557  -1.745  -1.959
C  0.760  0.947  -2.022
P  2.555  0.846  -2.490
C  2.497  1.050  -4.336
B  3.731  0.348  -5.026
O  5.030  0.542  -4.634
O  3.581  -0.489  -6.115
H  1.973  0.453  0.235
H  0.443  0.134  1.049
H  1.451  -1.208  0.479
H  -0.728  -0.099  -0.881
H  0.547  1.911  -1.555
H  0.154  0.847  -2.924
H  2.957  2.153  -2.123
H  2.499  2.113  -4.592
H  1.553  0.630  -4.684
H  5.119  1.206  -3.939
H  2.768  -1.005  -6.054
C  -3.431  -1.803  -5.629
N  -2.650  -0.590  -5.509
C  -3.192  0.663  -6.006
C  -1.431  -0.581  -4.945
O  -0.746  0.421  -4.816
H  -3.645  -2.025  -6.677
H  -4.376  -1.711  -5.092
H  -2.872  -2.635  -5.204
H  -2.544  1.084  -6.774
H  -3.273  1.392  -5.199
H  -4.178  0.477  -6.425
H  -1.097  -1.568  -4.591
C  -2.941  -0.020  4.567
N  -2.369  -0.654  3.391
C  -1.524  -1.823  3.552
C  -2.587  -0.193  2.153
O  -2.124  -0.691  1.138
H  -2.147  0.308  5.238
H  -3.582  -0.728  5.099
H  -3.539  0.843  4.276
H  -0.527  -1.638  3.151
H  -1.943  -2.678  3.019
H  -1.446  -2.050  4.613
H  -3.237  0.698  2.133
C  6.982  -1.259  -6.903
N  7.859  -2.378  -6.616
C  7.496  -3.301  -5.556
C  9.001  -2.597  -7.292
O  9.763  -3.522  -7.081
H  6.865  -0.623  -6.026
H  5.992  -1.609  -7.198
H  7.402  -0.671  -7.718
H  8.267  -3.325  -4.785
H  7.387  -4.313  -5.948
H  6.555  -2.977  -5.117
H  9.189  -1.842  -8.075
C  -5.470  5.836  3.235
N  -5.177  4.855  4.257
C  -5.352  5.206  5.656
C  -4.742  3.617  3.960
O  -4.482  2.765  4.790
H  -4.838  6.719  3.350
H  -6.515  6.148  3.282
H  -5.282  5.403  2.254
H  -4.409  5.111  6.196
H  -6.076  4.543  6.130
H  -5.704  6.232  5.721
H  -4.636  3.442  2.876
C  -0.078  -3.078  9.159
N  -0.586  -1.918  8.460
C  -1.849  -1.329  8.872
C  0.072  -1.355  7.428
O  -0.324  -0.381  6.818
H  -0.776  -3.915  9.086
H  0.087  -2.856  10.215
H  0.870  -3.379  8.717
H  -2.566  -1.343  8.052
H  -1.708  -0.291  9.173
H  -2.247  -1.898  9.710
H  1.017  -1.866  7.183

Values from the calculation:
**LUMO energy**: 0.0211 hartree
**HOMO**: -8.2 eV
**HOMO-LUMO gap**: 8.760 eV


(4)
Computed, not measured: a molecular structure, C19H48O9Sr, with ωB97M-V/def2-TZVPD.

Atoms and positions in Å:
Sr  -0.795  -0.132  -0.561
C  -2.247  0.114  -3.115
O  -3.092  0.303  -3.996
O  -2.223  -0.973  -2.348
O  -1.307  1.020  -2.799
C  0.081  4.691  -1.815
C  0.907  3.445  -1.592
C  2.027  3.662  -0.598
O  0.071  2.407  -1.078
H  -0.654  4.513  -2.598
H  0.712  5.547  -2.074
H  -0.418  4.957  -0.881
H  1.323  3.090  -2.544
H  2.644  4.515  -0.886
H  2.661  2.778  -0.526
H  1.612  3.862  0.393
H  -0.544  2.129  -1.817
C  2.161  1.527  2.556
C  1.978  0.380  1.589
C  2.915  -0.785  1.907
O  0.611  -0.052  1.590
H  3.195  1.861  2.610
H  1.809  1.232  3.549
H  1.554  2.384  2.253
H  2.183  0.717  0.572
H  2.984  -0.963  2.985
H  3.934  -0.599  1.561
H  2.576  -1.701  1.417
H  0.413  -0.473  2.433
C  2.970  -1.485  -3.259
C  2.819  -0.620  -2.004
C  3.853  0.497  -1.969
O  1.496  -0.111  -1.928
H  3.981  -1.879  -3.366
H  2.700  -0.920  -4.156
H  2.285  -2.334  -3.216
H  2.952  -1.287  -1.150
H  4.807  0.145  -2.373
H  4.024  0.879  -0.964
H  3.572  1.308  -2.645
H  1.277  0.403  -2.718
C  -1.619  2.534  1.921
C  -2.885  2.447  1.103
C  -3.368  3.807  0.643
O  -2.628  1.617  -0.037
H  -0.809  2.890  1.278
H  -1.323  1.566  2.324
H  -1.762  3.241  2.738
H  -3.688  1.988  1.698
H  -3.495  4.504  1.475
H  -4.353  3.732  0.172
H  -2.684  4.244  -0.085
H  -3.397  1.643  -0.619
C  -4.349  -2.090  2.307
C  -2.861  -1.814  2.256
C  -2.025  -2.962  2.776
O  -2.487  -1.463  0.910
H  -4.600  -2.927  1.650
H  -4.893  -1.208  1.969
H  -4.690  -2.326  3.315
H  -2.634  -0.921  2.847
H  -2.191  -3.885  2.217
H  -2.294  -3.156  3.820
H  -0.958  -2.732  2.764
H  -2.984  -2.026  0.303
C  -0.669  -4.861  -0.160
C  0.457  -3.835  -0.129
C  1.712  -4.329  -0.818
O  0.022  -2.611  -0.744
H  -1.627  -4.378  0.028
H  -0.518  -5.656  0.572
H  -0.722  -5.349  -1.138
H  0.676  -3.566  0.907
H  2.462  -3.540  -0.820
H  1.478  -4.590  -1.855
H  2.127  -5.231  -0.367
H  -0.225  -2.808  -1.660

Values from the calculation:
**LUMO energy**: -0.0016 hartree
**HOMO**: -6.3 eV
**HOMO-LUMO gap**: 6.256 eV


(5)
Computed, not measured: a molecular structure, C19H49Be2N4O11, with ωB97M-V/def2-TZVPD.

Atoms and positions in Å:
Be  0.406  -0.795  2.992
Be  -3.853  -0.587  1.471
C  -2.124  -2.137  3.152
O  -2.021  -0.880  3.112
O  -1.087  -2.818  3.044
O  -3.274  -2.635  2.833
O  -0.533  0.102  -1.368
C  -0.853  -0.439  -0.146
O  0.101  -0.958  0.510
O  -1.953  -0.191  0.398
H  -1.317  0.627  -1.584
C  -0.547  -3.239  -2.256
C  -0.553  -4.337  -1.193
C  0.902  -4.796  -0.990
O  0.980  -6.100  -0.453
C  2.249  -6.666  -0.333
N  -1.159  -3.779  0.035
H  0.043  -2.421  -1.824
H  -1.499  -2.736  -2.426
H  -0.007  -3.500  -3.167
H  -1.186  -5.120  -1.613
H  1.423  -4.156  -0.271
H  1.338  -4.805  -1.993
H  2.141  -7.753  -0.342
H  2.743  -6.474  0.624
H  2.885  -6.453  -1.197
H  -0.519  -3.048  0.329
H  -1.967  -3.230  -0.244
C  2.836  2.558  0.732
C  2.264  1.317  1.526
C  2.994  1.121  2.882
O  2.510  0.002  3.601
C  3.311  -0.330  4.685
N  0.895  1.474  2.004
H  3.883  2.250  0.718
H  2.761  3.468  1.329
H  2.376  2.700  -0.243
H  2.419  0.453  0.881
H  2.733  1.990  3.502
H  4.080  1.230  2.863
H  3.458  0.395  5.492
H  4.329  -0.721  4.575
H  2.899  -1.216  5.174
H  0.810  2.357  2.497
H  0.298  1.596  1.190
C  -5.951  2.470  1.198
C  -4.437  2.648  1.109
C  -3.805  2.564  2.512
O  -3.964  1.264  3.101
C  -3.615  1.368  4.465
N  -3.906  1.605  0.215
H  -6.197  1.534  1.701
H  -6.454  2.481  0.230
H  -6.429  3.286  1.741
H  -4.119  3.560  0.599
H  -4.389  3.212  3.170
H  -2.787  2.955  2.565
H  -4.350  2.021  4.944
H  -2.607  1.773  4.569
H  -3.694  0.449  5.042
H  -4.309  1.722  -0.710
H  -2.927  1.622  -0.065
C  2.219  -0.956  -3.814
C  2.982  0.220  -3.273
C  2.374  1.587  -3.602
O  2.969  2.739  -3.055
C  4.298  2.982  -3.487
N  3.066  0.120  -1.803
H  2.515  -1.896  -3.349
H  2.293  -1.059  -4.897
H  1.155  -0.845  -3.588
H  4.024  0.235  -3.600
H  1.367  1.698  -3.189
H  2.261  1.691  -4.689
H  4.364  3.276  -4.538
H  4.963  2.144  -3.272
H  4.714  3.836  -2.951
H  3.397  1.001  -1.432
H  2.135  -0.043  -1.431
C  -1.797  2.585  -3.636
O  -2.795  1.958  -2.835
H  -1.807  3.615  -3.266
H  -0.770  2.258  -3.483
H  -1.979  2.590  -4.711
H  -3.629  2.407  -2.992

Values from the calculation:
**Charge**: +1
**LUMO energy**: -0.1740 hartree
**HOMO**: -10.3 eV
**HOMO-LUMO gap**: 5.582 eV


(6)
Computed, not measured: a molecular structure, C19H49CaO11V, with ωB97M-V/def2-TZVPD.

Atoms and positions in Å:
O  -1.633  7.936  -2.058
V  -2.781  7.778  -0.966
O  -4.236  7.669  -1.620
Ca  3.418  4.233  4.455
O  -2.095  1.288  1.111
C  -1.740  2.514  1.505
O  -2.099  3.422  0.784
O  -0.920  2.716  2.417
H  -2.584  1.513  0.316
C  -1.671  3.118  -6.468
C  -2.061  4.367  -7.285
C  -0.837  5.283  -7.651
O  -2.634  3.729  -8.403
H  -0.968  2.598  -7.119
H  -2.508  2.522  -6.106
H  -1.221  3.343  -5.501
H  -2.809  4.989  -6.794
H  -0.250  4.789  -8.425
H  -0.200  5.394  -6.774
H  -1.192  6.267  -7.958
H  -2.795  2.805  -8.202
C  6.700  2.137  -1.839
C  5.800  3.060  -1.018
C  4.535  3.361  -1.752
O  5.622  2.467  0.271
H  6.276  1.770  -2.774
H  7.177  1.324  -1.293
H  7.598  2.658  -2.173
H  6.330  3.932  -0.635
H  4.106  2.374  -1.924
H  4.646  3.906  -2.689
H  3.841  3.929  -1.133
H  6.512  2.255  0.564
C  -1.519  -4.694  6.028
C  -1.887  -3.267  5.565
C  -2.377  -2.457  6.833
O  -0.810  -2.632  4.886
H  -1.378  -5.310  5.140
H  -2.324  -5.194  6.567
H  -0.574  -4.805  6.559
H  -2.704  -3.406  4.858
H  -2.832  -3.190  7.499
H  -3.052  -1.641  6.578
H  -1.502  -2.059  7.348
H  -1.218  -2.277  4.093
C  3.101  -4.160  -2.755
C  2.743  -5.015  -1.491
C  1.250  -5.189  -1.129
O  3.405  -6.209  -1.828
H  2.622  -4.498  -3.674
H  4.164  -4.157  -2.996
H  2.744  -3.130  -2.755
H  3.179  -4.405  -0.700
H  1.217  -5.825  -0.245
H  0.604  -5.656  -1.872
H  0.826  -4.229  -0.835
H  2.962  -6.493  -2.631
C  -8.454  -0.901  -1.868
C  -8.743  0.171  -2.965
C  -8.003  1.484  -2.766
O  -8.252  -0.398  -4.228
H  -7.389  -1.102  -1.758
H  -8.923  -1.883  -1.928
H  -8.560  -0.460  -0.877
H  -9.811  0.373  -3.041
H  -8.156  2.197  -3.576
H  -6.914  1.446  -2.763
H  -8.250  2.109  -1.907
H  -8.332  0.328  -4.851
C  4.701  -2.051  8.046
C  5.050  -1.543  6.625
C  5.228  -2.730  5.607
O  4.034  -0.692  6.171
H  5.485  -2.761  8.307
H  3.816  -2.685  8.097
H  4.687  -1.224  8.756
H  5.935  -0.916  6.726
H  5.485  -2.443  4.587
H  4.253  -3.194  5.455
H  5.928  -3.505  5.920
H  3.216  -1.169  6.325

Values from the calculation:
**Charge**: +2
**LUMO energy**: -0.3596 hartree
**HOMO**: -12.3 eV
**HOMO-LUMO gap**: 2.503 eV